w.
The following is a DFT calculation (ωB97M-V with the def2-TZVPD basis set) of a cluster of 2 separate species, C5H12S in total.

Geometry (Å):
C (-0.271, 1.349, 1.884)
C (-0.091, 0.017, 1.770)
C (-1.395, -0.815, 1.779)
H (0.353, 2.047, 1.339)
H (-1.127, 1.604, 2.476)
H (0.742, -0.584, 1.450)
H (-1.404, -1.721, 2.380)
H (-1.436, -1.259, 0.768)
H (-2.212, -0.105, 1.898)
C (-0.589, -0.424, -2.104)
S (0.829, -0.982, -1.000)
C (2.101, 0.331, -1.387)
H (-1.314, 0.165, -1.552)
H (-0.054, 0.059, -2.899)
H (-1.118, -1.298, -2.476)
H (2.760, 0.385, -0.515)
H (1.546, 1.254, -1.579)
H (2.679, -0.025, -2.231)

Values from the calculation:
**SMILES**: C=CC.CSC
**HOMO energy**: -0.30100 hartree
**LUMO level**: 0.93 eV

Atom charges from the Löwdin analysis, given in e for atoms 1 to 5: C -0.027; C -0.268; C -0.120; H 0.046; H 0.042

=====

x.
The following is a DFT calculation (ωB97M-V with the def2-TZVPD basis set) of a cluster of 2 separate species, C5H12S in total.

Geometry (Å):
C (1.932, 0.860, -0.013)
C (2.051, -0.401, -0.439)
C (2.607, -1.471, 0.363)
H (1.386, 1.625, -0.684)
H (2.325, 1.242, 0.973)
H (1.565, -0.716, -1.330)
H (2.273, -1.290, 1.455)
H (2.027, -2.416, 0.178)
H (3.624, -1.511, 0.084)
C (-2.704, 1.212, -0.204)
C (-1.413, 0.453, -0.070)
S (-1.683, -1.280, 0.618)
H (-3.308, 1.486, 0.594)
H (-2.584, 2.164, -0.663)
H (-3.466, 0.763, -0.769)
H (-0.748, 0.717, 0.792)
H (-0.905, 0.150, -0.956)
H (-2.978, -1.587, 0.071)

Values from the calculation:
**SMILES**: C=CC.CCS
**HOMO energy**: -0.32602 hartree
**LUMO level**: 0.94 eV

Atom charges from the Löwdin analysis, given in e for atoms 1 to 5: C -0.045; C -0.304; C -0.132; H 0.079; H 0.078

=====

Relative energy of each structure, in kcal/mol: w 0.0; x 3.6.

=====

w.
The following is a DFT calculation (ωB97M-V with the def2-TZVPD basis set) of a cluster of 2 separate species, C5H12S in total.

Geometry (Å):
C (-1.314, 0.095, -2.144)
C (-0.571, 1.015, -2.728)
C (-0.720, 2.475, -2.220)
H (-1.274, -0.947, -2.448)
H (-2.193, 0.218, -1.519)
H (0.257, 0.953, -3.417)
H (-1.766, 2.755, -2.196)
H (-0.153, 2.544, -1.292)
H (-0.144, 3.148, -2.862)
C (-0.493, -1.811, 1.535)
S (0.486, -0.474, 2.114)
C (2.001, -0.563, 1.101)
H (-1.323, -1.803, 2.251)
H (-0.126, -2.841, 1.596)
H (-0.878, -1.672, 0.525)
H (2.783, 0.076, 1.499)
H (2.375, -1.588, 1.155)
H (1.871, -0.371, 0.037)

Values from the calculation:
**SMILES**: C=CC.CSC
**HOMO energy**: -0.31084 hartree
**LUMO level**: 0.98 eV

Atom charges from the Löwdin analysis, given in e for atoms 1 to 5: C -0.048; C -0.216; C -0.112; H 0.045; H 0.062

=====

x.
The following is a DFT calculation (ωB97M-V with the def2-TZVPD basis set) of an isolated molecule of C5H12S.

Geometry (Å):
C (-2.961, 1.102, 0.556)
C (-1.584, 0.595, 0.958)
C (-0.537, 0.636, -0.111)
S (1.023, 0.046, 0.612)
C (1.871, -0.627, -0.869)
C (3.000, -1.508, -0.400)
H (-2.912, 2.119, 0.231)
H (-3.323, 0.494, -0.330)
H (-3.741, 1.070, 1.331)
H (-1.706, -0.442, 1.408)
H (-1.247, 1.214, 1.871)
H (-0.843, 0.041, -0.925)
H (-0.378, 1.625, -0.469)
H (2.283, 0.199, -1.526)
H (1.275, -1.195, -1.583)
H (3.393, -2.146, -1.198)
H (2.599, -2.257, 0.330)
H (3.788, -0.965, 0.115)

Values from the calculation:
**SMILES**: CCCSCC
**HOMO energy**: -0.31255 hartree
**LUMO level**: 1.15 eV

Atom charges from the Löwdin analysis, given in e for atoms 1 to 5: C -0.131; C -0.382; C -0.523; S 0.863; C -0.570

=====

Relative energy of each structure, in kcal/mol: w 26.8; x 0.0.

=====

w.
The following is a DFT calculation (ωB97M-V with the def2-TZVPD basis set) of a structure of composition C2H2S2.

Geometry (Å):
S (-0.059, -0.263, 1.797)
S (-1.095, 1.220, 0.631)
C (0.495, -0.546, 0.122)
C (-0.237, 0.338, -0.623)
H (1.183, -1.292, -0.226)
H (-0.288, 0.542, -1.701)

Values from the calculation:
**HOMO energy**: -0.32497 hartree
**LUMO level**: -0.22 eV

Atom charges from the Löwdin analysis, given in e for atoms 1 to 5: S 0.542; S 0.541; C -0.602; C -0.599; H 0.050

=====

x.
The following is a DFT calculation (ωB97M-V with the def2-TZVPD basis set) of an isolated molecule of C2H2S2.

Geometry (Å):
S (-1.744, 0.682, -1.354)
C (-0.475, 0.035, -0.689)
C (0.252, -0.035, 0.588)
S (1.085, -0.675, -0.947)
H (0.741, 0.758, 1.053)
H (0.142, -0.764, 1.348)

Values from the calculation:
**SMILES**: S=C1CS1
**HOMO energy**: -0.32571 hartree
**LUMO level**: -0.34 eV

Atom charges from the Löwdin analysis, given in e for atoms 1 to 5: S 0.706; C -1.258; C -0.393; S 0.842; H 0.047

=====

Relative energy of each structure, in kcal/mol: w 0.0; x 8.5.

=====

w.
The following is a DFT calculation (ωB97M-V with the def2-TZVPD basis set) of a cluster of 2 separate species, C2H6BNO2 in total.

Geometry (Å):
B (1.147, -0.169, -0.288)
C (-1.484, 0.518, 0.366)
C (0.148, 0.134, -1.355)
N (-2.366, -0.298, 0.505)
O (1.510, 0.800, 0.695)
O (1.530, -1.492, -0.167)
H (-0.988, 1.408, 0.686)
H (-0.127, -0.635, -1.966)
H (-0.100, 1.139, -1.555)
H (-3.156, -0.320, 1.024)
H (1.657, 0.436, 1.561)
H (2.230, -1.521, 0.494)

Values from the calculation:
**HOMO energy (alpha / beta)**: -0.28466 / -0.28456 hartree
**LUMO level (alpha / beta)**: 0.51 / 0.51 eV

Atom charges from the Löwdin analysis, given in e for atoms 1 to 5: B -0.777; C 0.016; C 0.105; N 0.136; O 0.082

=====

x.
The following is a DFT calculation (ωB97M-V with the def2-TZVPD basis set) of a cluster of 2 separate species, C2H6BNO2 in total.

Geometry (Å):
B (0.382, -0.787, -0.694)
C (-2.370, 1.096, 0.537)
C (1.577, -0.166, 0.167)
N (-2.239, 1.627, 1.558)
O (-0.013, -0.281, -1.894)
O (-0.266, -1.876, -0.234)
H (1.877, -0.835, 0.968)
H (1.277, 0.777, 0.621)
H (2.448, 0.040, -0.454)
H (-2.138, 2.071, 2.445)
H (0.444, 0.492, -2.213)
H (-0.979, -2.157, -0.810)

Values from the calculation:
**HOMO energy**: -0.41403 hartree
**LUMO level**: 0.74 eV

Atom charges from the Löwdin analysis, given in e for atoms 1 to 5: B -0.772; C -0.038; C 0.004; N 0.054; O 0.152

=====

Relative energy of each structure, in kcal/mol: w 66.4; x 0.0.